Formula: C9H12O4
Source: the Open Molecules 2025 dataset
Level of theory: the ωB97M-V functional and the def2-TZVPD basis

**Largest force on an atom**: 1.62 eV/Å
**Net charge**: 0
**Frontier orbital gap**: 9.855 eV
**SMILES**: CCC[C@H](C)C1=C(O)C(=O)OC1=O
**E_HOMO**: -0.37655 hartree

Geometry as XYZ:
```
25
C9H12O4, DFT the ωB97M-V functional and the def2-TZVPD basis
C -1.185 2.578 -0.022
C -1.814 1.476 0.841
C -0.853 0.352 1.189
C -0.464 -0.440 -0.069
C -1.318 -1.713 -0.224
C 0.982 -0.800 -0.109
C 1.815 -0.592 -1.130
O 1.559 -0.037 -2.328
C 3.169 -1.145 -0.759
O 4.061 -1.497 -1.487
O 3.147 -1.281 0.610
C 1.783 -1.478 0.941
O 1.451 -2.154 1.879
H -1.691 3.518 0.163
H -1.259 2.354 -1.079
H -0.138 2.721 0.224
H -2.192 1.937 1.748
H -2.686 1.082 0.324
H -1.392 -0.328 1.843
H 0.003 0.746 1.726
H -0.635 0.165 -0.951
H -2.320 -1.521 0.144
H -1.387 -1.984 -1.271
H -0.896 -2.543 0.330
H 2.259 0.586 -2.531
```